# 1
The following is a DFT calculation (ωB97M-V/def2-TZVPD) of a molecular structure, C3H12N2O in a non-equilibrium geometry.

```
18
C3H12N2O | the Open Molecules 2025 dataset | ωB97M-V/def2-TZVPD
N -0.982 -0.687 -2.133
C 0.915 -0.467 -0.548
C 0.275 -1.457 0.395
C 0.693 1.000 -0.197
N -0.690 1.390 0.122
H -1.361 -1.461 -2.667
H 1.912 -0.687 -0.930
H 0.010 -0.646 -1.522
H -0.105 -2.318 -0.153
H 0.923 -1.552 1.277
H -0.608 -0.939 0.754
H 1.030 1.586 -1.059
H 1.170 1.247 0.768
H -0.832 1.008 1.081
H -1.279 0.910 -0.557
H -0.937 0.159 -2.691
H -0.447 0.279 3.213
O 0.093 0.403 2.418
```

Calculated values
Energy above the lowest of the compared OMol25 structures with the same formula, charge and spin ... 160.1 kcal/mol
HOMO-LUMO gap ... 4.4 eV


# 2
The following is a DFT calculation (ωB97M-V/def2-TZVPD) of 3 unconnected molecules or ions with the total composition C3H12N2O2 in a non-equilibrium geometry.

```
19
C3H12N2O2 | the Open Molecules 2025 dataset | ωB97M-V/def2-TZVPD
C 1.010 -1.395 1.780
C -0.063 -0.534 1.102
C -0.274 0.658 1.721
N -0.884 1.724 0.815
N -1.181 -1.077 0.360
H 0.496 -2.316 2.006
H 1.726 -0.845 2.366
H 1.790 -1.840 1.224
H -0.061 1.009 2.717
H -1.885 1.505 0.534
H -0.646 2.745 0.563
H -2.142 -1.050 0.766
H -1.038 -1.258 -0.610
H -0.640 0.711 -4.932
H -0.919 1.367 -3.605
O -0.646 0.551 -3.992
H 2.347 0.450 -1.252
H 1.209 -0.077 -0.393
O 1.800 -0.329 -1.171
```

Calculated values
Spin multiplicity ... 2
Charge ... -1
Energy above the lowest of the compared OMol25 structures with the same formula, charge and spin ... 72.7 kcal/mol
HOMO-LUMO gap (spin up / spin down) ... 2.8 / 5.8 eV


# 3
The following is a DFT calculation (ωB97M-V/def2-TZVPD) of 3 unconnected molecules or ions with the total composition C3H12N2O2 in a non-equilibrium geometry.

```
19
C3H12N2O2 | the Open Molecules 2025 dataset | ωB97M-V/def2-TZVPD
C 0.216 -0.811 2.333
C 0.303 -1.328 0.893
N 1.377 -0.700 0.142
C 1.322 -0.924 -1.239
N 0.733 -0.095 -1.994
H 0.204 0.280 2.342
H -0.703 -1.179 2.784
H 1.053 -1.154 2.942
H -0.673 -1.055 0.476
H 0.437 -2.409 0.937
H 1.455 0.296 0.283
H 1.662 -1.912 -1.556
H 0.938 -0.221 -2.979
H -0.685 1.301 -1.645
H -0.373 2.760 -1.256
O -1.102 2.163 -1.469
H -2.919 0.817 1.181
H -1.683 1.359 0.302
O -1.973 0.979 1.151
```

Calculated values
Energy above the lowest of the compared OMol25 structures with the same formula, charge and spin ... 24.4 kcal/mol
SMILES ... [H]/N=C/NCC.O.O
HOMO-LUMO gap ... 10.6 eV


# 4
The following is a DFT calculation (ωB97M-V/def2-TZVPD) of 2 unconnected molecules or ions with the total composition C3H12N2O2 in a non-equilibrium geometry.

```
19
C3H12N2O2 | the Open Molecules 2025 dataset | ωB97M-V/def2-TZVPD
C 1.887 1.136 0.381
C 1.284 -0.252 0.180
C -2.573 0.325 0.302
N 2.242 -1.173 -0.557
N -3.028 -0.884 0.213
O -2.677 1.222 -0.657
O 0.024 -0.212 -0.416
H 2.885 1.011 0.485
H 1.776 1.689 -0.605
H 1.497 1.742 1.169
H 1.048 -0.852 1.218
H -2.152 0.441 1.306
H 3.027 -1.313 0.070
H 1.845 -2.159 -0.771
H 2.298 -0.902 -1.541
H -3.665 -1.079 -0.550
H -0.138 0.716 -0.549
H -2.734 -1.616 0.864
H -2.845 2.161 -0.544
```

Calculated values
Charge ... +2
HOMO-LUMO gap ... 12.0 eV


# 5
The following is a DFT calculation (ωB97M-V/def2-TZVPD) of 3 unconnected molecules or ions with the total composition C3H12N2O3 in a non-equilibrium geometry.

```
20
C3H12N2O3 | the Open Molecules 2025 dataset | ωB97M-V/def2-TZVPD
O 0.606 -0.012 1.869
C -0.457 -0.258 1.337
N -0.885 0.289 0.137
C -0.078 1.132 -0.709
N 0.831 0.335 -1.495
C -1.364 -1.343 1.868
H -1.659 -0.129 -0.349
H -0.765 1.613 -1.408
H 0.475 1.806 -0.080
H 0.409 -0.139 -2.326
H 1.590 -0.164 -1.010
H -1.510 -2.101 1.101
H -0.782 -1.831 2.657
H -2.302 -0.893 2.205
H -1.917 0.838 -2.989
H -2.658 -0.488 -3.193
O -1.754 -0.132 -2.940
H 2.270 0.049 1.097
H 3.746 0.503 1.254
O 3.159 -0.052 0.702
```

Calculated values
Spin multiplicity ... 2
Charge ... +1
Energy above the lowest of the compared OMol25 structures with the same formula, charge and spin ... 3.5 kcal/mol
HOMO-LUMO gap (spin up / spin down) ... 11.3 / 6.2 eV


# 6
The following is a DFT calculation (ωB97M-V/def2-TZVPD) of 3 unconnected molecules or ions with the total composition C3H12N2O3 in a non-equilibrium geometry.

```
20
C3H12N2O3 | the Open Molecules 2025 dataset | ωB97M-V/def2-TZVPD
N -1.599 -0.223 0.554
C -0.517 -0.665 -0.268
C 0.544 0.398 -0.133
N 0.185 1.663 -0.519
C 1.099 2.767 -0.611
O 1.634 0.204 0.350
H -2.389 -0.850 0.494
H -1.359 -0.025 1.527
H -0.053 -1.613 0.022
H -0.847 -0.714 -1.302
H -0.684 1.790 -0.979
H 1.634 2.841 0.322
H 1.871 2.550 -1.367
H 0.589 3.636 -0.957
H -1.544 0.228 3.879
H -0.150 -0.425 3.529
O -1.104 -0.556 3.523
H 0.260 -3.265 -2.934
H 1.282 -4.111 -2.155
O 1.146 -3.631 -2.975
```

Calculated values
Spin multiplicity ... 2
Charge ... +1
Energy above the lowest of the compared OMol25 structures with the same formula, charge and spin ... 22.2 kcal/mol
HOMO-LUMO gap (spin up / spin down) ... 10.9 / 5.3 eV


# 7
The following is a DFT calculation (ωB97M-V/def2-TZVPD) of 2 unconnected molecules or ions with the total composition C3H12N2O3P in a non-equilibrium geometry.

```
21
C3H12N2O3P | the Open Molecules 2025 dataset | ωB97M-V/def2-TZVPD
C -2.564 1.575 0.325
C -2.038 -2.773 0.387
C 2.618 0.743 0.213
N 3.804 0.853 0.679
N 2.234 1.307 -0.929
O 0.162 -0.493 -1.197
O -1.465 0.890 -0.259
O -1.898 -1.460 0.039
P -0.664 -0.341 0.239
H -3.092 2.011 -0.473
H -2.088 2.440 0.942
H -3.289 0.983 0.949
H -3.044 -3.168 0.493
H -1.521 -2.980 1.402
H -1.519 -3.443 -0.416
H 1.841 0.233 0.719
H 4.609 1.281 0.222
H 4.118 0.183 1.383
H -0.227 -0.984 -1.928
H 2.619 2.147 -1.329
H 1.403 0.995 -1.461
```

Calculated values
Spin multiplicity ... 3
Charge ... +1
HOMO-LUMO gap (spin up / spin down) ... 4.5 / 7.5 eV


# 8
The following is a DFT calculation (ωB97M-V/def2-TZVPD) of 2 unconnected molecules or ions with the total composition C3H12N2S in a non-equilibrium geometry.

```
18
C3H12N2S | the Open Molecules 2025 dataset | ωB97M-V/def2-TZVPD
C 2.413 1.296 0.265
C 1.456 1.474 1.415
S 0.803 -0.178 2.039
H 1.890 0.727 -0.565
H 2.865 2.247 -0.063
H 3.277 0.677 0.497
H 0.541 2.034 1.230
H 1.924 1.876 2.331
H -0.288 -0.116 1.296
N -2.600 0.113 -1.679
C -1.663 -0.933 -1.368
N -1.027 -1.687 -2.412
H -2.792 0.812 -0.984
H -2.957 0.321 -2.592
H -2.180 -1.659 -0.712
H -0.902 -0.573 -0.647
H -0.168 -1.235 -2.687
H -1.754 -2.008 -3.038
```

Calculated values
Energy above the lowest of the compared OMol25 structures with the same formula, charge and spin ... 19.0 kcal/mol
SMILES ... CCS.NCN
HOMO-LUMO gap ... 9.4 eV